Below is 10 unconnected molecules or ions with the total composition C58H146F3N9O20S at a distorted geometry, with properties calculated with ωB97M-V/def2-TZVPD.

## Properties
Frontier orbital gap ... 0.1456 hartree
Total charge ... +6
Highest occupied orbital energy ... -15.745 eV

Each line ends with the Mulliken charge.
Cartesian coordinates (Å):
C: 9.388 16.313 -5.893  -0.986
C: 10.170 17.526 -5.323  2.857
C: 9.180 18.186 -4.294  -1.875
C: 9.085 17.632 -2.910  0.378
C: 10.451 17.487 -2.178  -0.580
C: 11.590 16.823 -3.190  2.173
N: 11.512 17.362 -4.619  0.028
O: 12.514 16.720 -5.509  0.395
C: 11.541 15.201 -3.041  -1.588
C: 13.045 17.127 -2.618  -0.588
C: 10.387 18.539 -6.506  -2.209
H: 9.862 16.031 -6.833  0.146
H: 8.305 16.362 -6.003  -0.196
H: 9.269 15.439 -5.253  0.233
H: 8.197 18.181 -4.765  0.453
H: 9.208 19.264 -4.133  0.137
H: 8.602 16.657 -2.839  -0.710
H: 8.463 18.257 -2.269  0.173
H: 10.239 16.890 -1.291  0.421
H: 10.759 18.379 -1.632  -0.042
H: 11.691 14.891 -2.006  0.306
H: 12.210 14.688 -3.732  0.105
H: 10.585 14.755 -3.316  -0.095
H: 13.508 16.441 -1.909  -0.133
H: 13.159 18.145 -2.247  0.114
H: 13.769 16.936 -3.410  -0.592
H: 9.442 18.645 -7.039  0.522
H: 11.204 18.209 -7.147  -0.074
H: 10.633 19.549 -6.180  0.417
C: 17.809 13.423 -4.265  -0.834
O: 17.104 13.924 -5.454  -0.375
C: 16.387 15.148 -5.101  -0.840
C: 15.704 15.765 -6.374  0.122
N: 14.474 14.957 -7.001  -0.098
H: 14.760 14.068 -7.385  0.453
H: 13.645 14.933 -6.424  0.132
C: 13.972 15.754 -8.245  -0.570
C: 12.573 15.201 -8.682  0.327
O: 12.758 13.862 -9.097  -0.414
C: 11.549 13.072 -9.079  -0.818
H: 18.343 14.201 -3.720  0.331
H: 18.703 12.922 -4.635  0.343
H: 17.397 12.613 -3.662  0.306
H: 17.198 15.813 -4.803  0.523
H: 15.763 15.041 -4.214  0.390
H: 16.516 15.952 -7.078  0.543
H: 15.165 16.679 -6.126  -0.356
H: 14.712 15.779 -9.046  0.742
H: 13.729 16.735 -7.837  0.030
H: 12.087 15.645 -9.551  0.692
H: 11.889 15.228 -7.834  -0.679
H: 10.640 13.297 -9.638  0.315
H: 11.272 13.020 -8.026  0.275
H: 11.826 12.052 -9.342  0.391
C: 3.134 24.818 -4.976  -0.794
O: 3.613 23.997 -3.986  -0.369
C: 3.270 22.627 -4.153  0.140
C: 3.289 22.032 -2.706  -0.946
N: 4.302 20.849 -2.591  -0.032
H: 3.962 20.127 -1.972  0.431
H: 4.334 20.417 -3.503  0.180
C: 5.748 21.252 -2.329  -0.624
C: 6.425 21.722 -3.605  -0.644
O: 5.892 20.915 -4.653  0.017
C: 6.104 21.151 -5.998  -1.087
H: 3.287 24.341 -5.944  0.336
H: 3.784 25.690 -5.031  0.294
H: 2.090 25.051 -4.769  0.297
H: 3.930 22.157 -4.883  -0.215
H: 2.248 22.539 -4.521  0.640
H: 2.259 21.810 -2.429  0.418
H: 3.454 22.648 -1.822  0.502
H: 6.192 20.327 -1.963  0.191
H: 5.895 21.918 -1.479  0.522
H: 7.480 21.499 -3.449  0.344
H: 6.410 22.808 -3.698  0.390
H: 6.694 20.398 -6.520  0.156
H: 6.641 22.062 -6.262  0.440
H: 5.218 21.253 -6.624  0.374
C: 12.099 21.800 -8.776  -0.882
O: 12.839 21.199 -7.757  -0.359
C: 13.593 20.115 -8.064  -0.587
C: 14.548 19.824 -6.951  -0.543
N: 13.651 19.759 -5.627  0.455
H: 13.002 20.532 -5.639  0.497
H: 13.076 18.942 -5.479  -0.453
C: 14.383 20.010 -4.288  -0.440
C: 13.394 20.828 -3.327  -0.746
O: 12.006 20.665 -3.545  -0.173
C: 11.229 20.907 -2.426  -0.261
H: 12.754 22.421 -9.387  0.340
H: 11.351 22.438 -8.305  0.289
H: 11.470 21.102 -9.327  0.346
H: 14.302 20.355 -8.856  0.579
H: 13.033 19.234 -8.377  0.294
H: 15.317 20.589 -6.838  0.521
H: 15.102 18.898 -7.100  0.239
H: 15.342 20.482 -4.505  0.460
H: 14.543 18.951 -4.089  0.195
H: 13.658 21.876 -3.470  0.587
H: 13.835 20.669 -2.343  0.441
H: 10.850 21.916 -2.262  0.391
H: 11.710 20.614 -1.493  0.168
H: 10.356 20.265 -2.545  -0.405
C: 17.222 13.754 4.875  -0.689
O: 16.225 14.723 4.840  -0.369
C: 16.211 15.467 3.561  -0.375
C: 15.255 16.670 3.908  -0.449
N: 13.869 16.144 4.313  -0.195
H: 13.813 15.625 5.178  0.409
H: 13.318 16.845 4.789  0.421
C: 12.934 15.472 3.347  -0.606
C: 12.373 16.412 2.206  -0.662
O: 13.400 17.012 1.359  -0.281
C: 13.186 18.164 0.528  -0.348
H: 17.190 13.417 5.911  0.278
H: 18.056 14.442 4.740  0.335
H: 17.111 13.033 4.065  0.256
H: 15.897 14.839 2.727  0.078
H: 17.245 15.767 3.392  0.680
H: 15.064 17.294 3.035  0.169
H: 15.561 17.280 4.757  0.444
H: 12.131 15.149 4.010  0.481
H: 13.433 14.588 2.952  -0.100
H: 11.727 17.234 2.516  0.756
H: 11.726 15.813 1.565  0.204
H: 14.112 18.644 0.212  0.359
H: 12.472 18.841 0.997  0.550
H: 12.576 17.834 -0.312  -0.353
C: 4.781 13.645 4.661  -0.744
O: 5.146 13.122 3.354  -0.493
C: 5.529 14.188 2.451  -0.751
C: 5.716 13.679 1.053  -0.299
N: 6.335 12.250 1.148  -0.062
H: 7.333 12.366 1.247  0.249
H: 6.008 12.066 2.086  0.480
C: 6.074 11.384 -0.078  -0.845
C: 6.942 11.786 -1.328  1.019
O: 6.708 13.136 -1.547  -0.237
C: 7.612 13.676 -2.582  -0.759
H: 4.707 12.972 5.515  0.303
H: 3.729 13.918 4.583  0.308
H: 5.380 14.503 4.966  0.327
H: 6.323 14.854 2.789  0.442
H: 4.701 14.892 2.534  0.458
H: 6.282 14.325 0.382  0.209
H: 4.751 13.511 0.576  0.367
H: 4.998 11.340 -0.245  0.358
H: 6.506 10.419 0.185  0.447
H: 6.573 11.217 -2.181  0.180
H: 7.996 11.562 -1.158  -0.575
H: 7.393 13.214 -3.544  0.362
H: 8.637 13.769 -2.223  0.340
H: 7.285 14.711 -2.686  0.094
C: 4.825 8.770 -4.870  -0.421
O: 4.577 9.405 -6.111  -0.397
C: 4.482 8.645 -7.199  -0.457
C: 5.822 8.749 -8.021  -0.767
N: 6.342 10.187 -8.017  -0.033
H: 5.998 10.656 -7.191  0.336
H: 7.347 10.157 -7.930  0.403
C: 5.869 11.058 -9.196  -0.685
C: 6.662 12.356 -8.924  -0.724
O: 6.395 13.006 -7.671  -0.353
C: 7.516 13.680 -7.083  -0.620
H: 5.368 7.825 -4.885  0.426
H: 3.856 8.585 -4.406  0.320
H: 5.336 9.528 -4.276  -0.134
H: 3.813 9.207 -7.850  0.291
H: 4.141 7.657 -6.890  0.512
H: 5.656 8.421 -9.047  0.388
H: 6.569 8.028 -7.685  0.390
H: 4.818 11.343 -9.238  0.327
H: 6.220 10.608 -10.125  0.464
H: 6.422 13.159 -9.621  0.548
H: 7.724 12.143 -9.043  0.329
H: 7.871 14.577 -7.588  0.444
H: 8.339 12.985 -6.913  0.437
H: 7.199 13.818 -6.049  -0.010
C: 14.042 13.851 0.146  0.171
O: 13.524 12.540 0.237  -0.342
C: 12.997 12.174 1.542  -0.311
C: 12.659 10.644 1.368  -1.013
N: 11.220 10.444 0.723  -0.182
H: 10.873 9.497 0.775  0.457
H: 10.624 11.038 1.283  0.337
C: 11.158 10.844 -0.704  -0.309
C: 11.947 9.881 -1.569  -0.732
O: 11.851 8.481 -1.217  -0.364
C: 12.390 7.551 -2.154  -0.820
H: 14.911 14.150 0.732  -0.064
H: 13.197 14.468 0.451  -0.144
H: 14.455 14.001 -0.852  0.190
H: 12.051 12.698 1.677  0.273
H: 13.728 12.537 2.264  0.585
H: 12.396 10.249 2.349  0.524
H: 13.400 9.994 0.904  0.341
H: 11.365 11.913 -0.759  0.438
H: 10.081 10.781 -0.864  -0.179
H: 12.996 10.173 -1.531  0.372
H: 11.495 9.906 -2.560  0.542
H: 13.418 7.425 -2.494  0.360
H: 11.889 7.627 -3.119  0.319
H: 12.240 6.550 -1.749  0.310
C: -1.039 19.539 -4.545  -0.783
O: -0.005 18.564 -4.358  -0.306
C: -0.375 17.217 -4.532  -0.692
C: 0.785 16.245 -4.284  -0.590
N: 2.216 16.857 -4.448  -0.083
H: 2.082 17.452 -5.253  0.394
H: 2.442 17.453 -3.664  0.367
C: 3.342 15.817 -4.693  -1.071
C: 4.543 16.547 -5.247  0.384
O: 4.359 16.538 -6.612  -0.444
C: 5.294 17.421 -7.282  -0.411
H: -0.540 20.409 -4.119  0.187
H: -1.869 19.473 -3.841  0.365
H: -1.494 19.711 -5.521  0.356
H: -0.656 17.219 -5.585  0.407
H: -1.314 16.954 -4.045  0.507
H: 0.619 15.427 -4.985  0.284
H: 0.716 15.816 -3.285  0.432
H: 2.899 14.995 -5.254  0.505
H: 3.490 15.429 -3.685  0.508
H: 5.386 15.917 -4.962  0.063
H: 4.800 17.442 -4.681  0.028
H: 6.289 16.986 -7.375  0.111
H: 5.295 18.466 -6.974  0.091
H: 4.975 17.490 -8.323  0.418
C: 8.823 19.981 1.151  0.354
F: 10.076 19.975 0.742  -0.134
F: 8.022 19.486 0.246  -0.150
F: 8.748 19.340 2.350  -0.266
S: 8.278 21.830 1.605  1.126
O: 9.349 22.516 2.403  -0.654
O: 8.167 22.643 0.354  -0.629
O: 7.035 21.611 2.359  -0.654


Below is 15 unconnected molecules or ions with the total composition C58H153N7O22 at a distorted geometry, with properties calculated with ωB97M-V/def2-TZVPD.

## Properties
Frontier orbital gap ... 0.3167 hartree
Highest occupied orbital energy ... -8.628 eV
Relative energy (zero: lowest compared OMol25 entry of this formula, charge and spin) ... 536.9 kJ/mol

Each line ends with the Mulliken charge.
Cartesian coordinates (Å):
C: 0.099 -5.868 8.481  -0.793
O: 0.268 -5.550 7.085  -0.312
C: -0.829 -5.988 6.359  -0.586
C: -0.665 -5.695 4.874  -0.489
N: 0.558 -6.270 4.320  -0.426
C: 1.009 -5.610 3.102  -0.726
C: 0.045 -5.923 1.956  -0.392
O: 0.674 -5.349 0.823  -0.266
C: -0.230 -5.300 -0.316  -0.708
H: 0.382 -6.910 8.633  0.318
H: -0.839 -5.652 8.992  0.304
H: 0.855 -5.299 9.022  0.268
H: -1.749 -5.474 6.636  0.365
H: -0.982 -7.060 6.486  0.354
H: -0.560 -4.613 4.793  0.320
H: -1.462 -6.020 4.205  0.363
H: 1.273 -6.004 4.982  0.289
H: 1.870 -6.256 2.932  0.325
H: 1.230 -4.544 3.158  0.388
H: -0.944 -5.583 2.263  0.302
H: -0.043 -7.008 1.897  0.280
H: 0.349 -4.704 -1.022  0.244
H: -1.172 -4.791 -0.117  0.277
H: -0.385 -6.287 -0.750  0.299
C: 6.779 -4.561 -3.850  -0.781
O: 8.064 -4.245 -4.292  -0.218
C: 9.003 -5.347 -4.027  -0.667
C: 10.466 -4.873 -3.994  -0.659
N: 10.885 -4.396 -5.281  -0.423
C: 12.127 -3.662 -5.150  -0.540
C: 12.220 -2.645 -6.282  -0.753
O: 11.060 -1.787 -6.346  -0.284
C: 11.129 -0.817 -7.388  -0.712
H: 6.210 -3.689 -4.173  0.230
H: 6.587 -4.699 -2.786  0.293
H: 6.279 -5.343 -4.421  0.325
H: 8.841 -6.177 -4.715  0.334
H: 8.831 -5.729 -3.021  0.439
H: 11.065 -5.672 -3.560  0.362
H: 10.548 -4.088 -3.243  0.360
H: 10.177 -3.757 -5.613  0.338
H: 13.059 -4.218 -5.048  0.338
H: 12.028 -2.998 -4.292  0.336
H: 12.409 -3.206 -7.197  0.399
H: 13.097 -2.016 -6.136  0.474
H: 11.864 -0.027 -7.231  0.270
H: 10.140 -0.364 -7.451  0.211
H: 11.402 -1.352 -8.297  0.320
C: -4.898 0.223 -2.886  -0.662
O: -6.180 -0.042 -3.499  -0.389
C: -7.077 -0.801 -2.708  -0.477
C: -7.711 0.130 -1.702  -0.438
N: -8.668 -0.609 -0.853  -0.296
C: -9.455 0.226 0.075  -0.602
C: -8.697 0.714 1.314  -0.332
O: -9.562 1.492 2.123  -0.287
C: -10.699 0.940 2.740  -0.745
H: -4.203 0.697 -3.580  0.276
H: -4.448 -0.750 -2.690  0.296
H: -4.977 0.877 -2.018  0.262
H: -6.564 -1.663 -2.279  0.346
H: -7.873 -1.264 -3.290  0.330
H: -8.282 0.835 -2.306  0.293
H: -6.959 0.709 -1.164  0.193
H: -9.297 -0.967 -1.558  0.240
H: -10.278 -0.396 0.424  0.404
H: -9.795 1.080 -0.512  0.247
H: -7.826 1.327 1.084  0.249
H: -8.362 -0.184 1.834  0.239
H: -10.412 0.260 3.542  0.294
H: -11.437 0.529 2.051  0.307
H: -11.295 1.717 3.217  0.260
C: -3.380 2.698 7.481  -0.758
O: -4.783 2.963 7.481  -0.303
C: -5.594 1.869 7.195  -0.738
C: -7.002 2.052 7.788  -0.399
N: -7.026 2.098 9.288  -0.457
C: -8.380 2.574 9.696  -0.586
C: -9.527 1.529 9.463  -0.371
O: -10.762 2.104 9.875  -0.335
C: -11.945 1.354 9.648  -0.677
H: -3.106 2.194 6.554  0.301
H: -3.163 2.002 8.292  0.313
H: -2.707 3.551 7.554  0.255
H: -5.196 1.016 7.745  0.372
H: -5.577 1.616 6.135  0.393
H: -7.634 1.209 7.508  0.318
H: -7.403 2.987 7.396  0.319
H: -6.343 2.772 9.604  0.265
H: -8.573 3.604 9.397  0.370
H: -8.345 2.624 10.785  0.323
H: -9.485 0.648 10.105  0.271
H: -9.554 1.160 8.438  0.324
H: -12.824 1.899 9.994  0.244
H: -11.868 0.399 10.168  0.280
H: -12.081 1.203 8.577  0.277
C: 6.487 0.155 -1.960  -0.683
O: 5.273 -0.015 -1.246  -0.247
C: 4.075 0.231 -2.019  -0.712
C: 2.834 -0.257 -1.217  -0.512
N: 2.661 0.667 -0.085  -0.321
C: 1.741 0.110 0.927  -0.673
C: 0.247 0.122 0.519  -0.374
O: -0.525 -0.542 1.533  -0.332
C: -1.711 -1.160 1.039  -0.689
H: 6.617 1.184 -2.296  0.286
H: 6.477 -0.545 -2.795  0.233
H: 7.298 -0.186 -1.317  0.233
H: 4.201 -0.308 -2.958  0.434
H: 4.071 1.294 -2.257  0.352
H: 3.009 -1.272 -0.860  0.287
H: 1.926 -0.172 -1.814  0.394
H: 3.569 0.595 0.351  0.248
H: 1.812 0.766 1.795  0.313
H: 2.117 -0.865 1.234  0.347
H: 0.098 -0.348 -0.453  0.306
H: -0.205 1.106 0.400  0.270
H: -2.143 -1.683 1.892  0.280
H: -1.605 -1.868 0.218  0.254
H: -2.478 -0.432 0.773  0.313
C: -5.627 5.837 2.643  -0.599
O: -6.698 6.579 2.049  -0.340
C: -6.951 7.803 2.623  -0.683
C: -7.528 7.703 4.090  -0.492
N: -8.867 7.205 3.950  -0.223
C: -9.731 7.366 5.129  -0.596
C: -10.000 8.766 5.662  -0.607
O: -11.169 8.938 6.510  -0.343
C: -11.444 10.270 6.859  -0.706
H: -5.769 5.752 3.720  0.231
H: -4.784 6.491 2.420  0.307
H: -5.565 4.852 2.180  0.215
H: -7.642 8.281 1.929  0.321
H: -6.053 8.420 2.655  0.388
H: -7.550 8.701 4.528  0.378
H: -6.832 7.198 4.759  0.259
H: -8.856 6.250 3.622  0.252
H: -9.331 6.772 5.951  0.257
H: -10.694 6.895 4.935  0.403
H: -10.132 9.398 4.783  0.383
H: -9.137 9.209 6.158  0.337
H: -11.446 10.835 5.927  0.303
H: -10.599 10.666 7.422  0.292
H: -12.435 10.454 7.274  0.264
C: 3.430 -6.789 -12.017  -0.790
O: 4.087 -5.819 -11.199  -0.288
C: 5.511 -5.951 -11.327  -0.638
C: 6.168 -4.902 -10.444  -0.518
N: 5.949 -3.553 -10.940  -0.333
C: 6.439 -2.517 -10.067  -0.960
C: 5.573 -2.247 -8.841  -0.321
O: 4.345 -1.847 -9.376  -0.352
C: 3.436 -1.490 -8.354  -0.737
H: 2.411 -6.564 -12.332  0.265
H: 3.347 -7.752 -11.512  0.289
H: 3.937 -6.966 -12.965  0.314
H: 5.830 -5.682 -12.334  0.342
H: 5.895 -6.938 -11.070  0.401
H: 7.242 -5.091 -10.431  0.428
H: 5.830 -5.080 -9.423  0.256
H: 4.953 -3.392 -10.984  0.325
H: 6.552 -1.606 -10.655  0.319
H: 7.478 -2.718 -9.806  0.408
H: 6.073 -1.450 -8.291  0.471
H: 5.387 -3.120 -8.215  0.279
H: 3.214 -2.302 -7.662  0.304
H: 2.461 -1.339 -8.818  0.261
H: 3.884 -0.663 -7.803  0.278
C: -7.651 -4.263 7.270  -1.018
C: -6.497 -4.194 6.343  -0.061
O: -6.301 -5.449 5.783  -0.527
H: -7.542 -5.084 7.980  0.306
H: -8.636 -4.342 6.810  0.246
H: -7.789 -3.351 7.851  0.311
H: -5.611 -3.750 6.797  0.223
H: -6.860 -3.568 5.527  0.203
H: -6.409 -5.370 4.833  0.315
C: 7.675 -3.612 2.390  -0.866
C: 7.552 -4.598 3.513  -0.232
O: 8.715 -4.490 4.321  -0.521
H: 8.620 -3.696 1.855  0.278
H: 7.535 -2.607 2.790  0.230
H: 6.980 -3.739 1.560  0.322
H: 7.482 -5.655 3.256  0.292
H: 6.631 -4.311 4.019  0.199
H: 9.359 -5.159 4.077  0.298
C: 5.776 2.857 3.979  -0.834
C: 5.728 3.696 5.275  -0.346
O: 4.445 3.736 5.759  -0.518
H: 5.431 1.825 4.052  0.309
H: 6.826 2.738 3.714  0.320
H: 5.249 3.506 3.279  0.209
H: 6.090 4.716 5.149  0.264
H: 6.320 3.248 6.073  0.290
H: 4.241 2.926 6.231  0.306
C: 6.148 5.640 -6.946  -1.011
C: 6.675 4.713 -8.024  -0.129
O: 6.830 5.457 -9.225  -0.516
H: 5.945 5.110 -6.015  0.312
H: 5.246 6.207 -7.178  0.275
H: 6.903 6.393 -6.721  0.304
H: 5.997 3.895 -8.266  0.273
H: 7.624 4.287 -7.697  0.181
H: 6.286 5.035 -9.894  0.313
C: 12.249 4.192 -4.127  -1.038
C: 13.712 3.791 -4.041  -0.126
O: 13.733 2.587 -3.268  -0.518
H: 12.024 5.083 -4.713  0.338
H: 11.794 4.316 -3.144  0.291
H: 11.678 3.375 -4.567  0.242
H: 14.306 4.582 -3.581  0.311
H: 14.086 3.521 -5.029  0.204
H: 14.566 2.574 -2.790  0.296
C: 1.701 6.815 0.356  -0.999
C: 1.841 6.291 -1.080  -0.252
O: 1.123 5.117 -1.164  -0.487
H: 2.174 7.795 0.413  0.331
H: 2.246 6.237 1.103  0.312
H: 0.643 6.902 0.603  0.267
H: 2.882 6.043 -1.285  0.245
H: 1.529 7.044 -1.804  0.311
H: 1.517 4.492 -0.551  0.267
C: -0.587 4.685 -7.482  -0.948
C: 0.658 4.674 -6.597  -0.167
O: 0.412 3.599 -5.700  -0.519
H: -0.349 5.275 -8.367  0.312
H: -1.491 5.137 -7.073  0.281
H: -0.862 3.666 -7.755  0.283
H: 0.781 5.625 -6.078  0.246
H: 1.596 4.462 -7.109  0.218
H: 0.152 3.946 -4.843  0.293
C: -9.834 -6.701 2.220  -1.089
C: -9.507 -5.185 2.075  -0.154
O: -8.221 -5.057 1.499  -0.517
H: -9.935 -7.228 1.271  0.309
H: -10.757 -6.754 2.797  0.338
H: -9.047 -7.208 2.778  0.274
H: -9.503 -4.721 3.061  0.215
H: -10.314 -4.766 1.474  0.327
H: -8.259 -4.169 1.138  0.291